A structure of composition C17H31ClMgN4O5 in a non-equilibrium geometry, computed with the ωB97M-V functional and the def2-TZVPD basis.

Properties
Total charge: 0
HOMO level, eV: -7.3
Gap between HOMO and LUMO, eV: 2.82

Geometry (Å):
Mg -2.2075 6.2530 -37.9602
Cl -1.6141 2.2128 -41.2926
O -0.1495 2.2914 -41.0671
O -2.0540 1.2711 -40.2391
O -2.3651 3.3981 -41.2951
O -1.9104 1.5273 -42.5151
C 1.9229 7.5874 -38.2163
O 0.6613 7.4826 -38.8323
H 1.9881 8.2537 -37.3562
H 2.2211 6.6486 -37.7494
H 2.7206 7.8277 -38.9191
C 2.9625 -1.5651 -36.8414
C 1.7941 -0.5077 -36.8029
C 2.2702 0.8514 -36.3687
C 1.0766 1.8189 -36.3765
N 0.1267 2.5149 -36.3646
H 3.1661 -1.9046 -35.8258
H 3.8134 -0.9583 -37.1509
H 2.8143 -2.4292 -37.4889
H 1.0361 -0.7916 -36.0728
H 1.3531 -0.4176 -37.7956
H 3.0437 1.2511 -37.0245
H 2.7327 0.9172 -35.3838
C -5.0734 7.5504 -46.2826
C -4.7368 7.2760 -44.8213
C -4.1708 8.4855 -44.1032
C -4.1356 8.3134 -42.6451
N -4.2132 8.1792 -41.4914
H -5.6742 6.7889 -46.7799
H -4.2090 7.8369 -46.8816
H -5.6758 8.4583 -46.3145
H -4.0668 6.4163 -44.8314
H -5.6308 6.8744 -44.3441
H -4.6573 9.4343 -44.3291
H -3.1671 8.5496 -44.5236
C -2.1736 7.0738 -30.6908
C -2.0135 8.5489 -30.8595
C -3.1127 9.1379 -31.9189
C -2.8930 8.6663 -33.2643
N -2.6823 8.3034 -34.3304
H -2.2489 6.4849 -31.6050
H -3.1106 6.8308 -30.1897
H -1.4453 6.5765 -30.0503
H -1.0027 8.5889 -31.2654
H -1.9761 9.1893 -29.9782
H -2.9987 10.2210 -31.8741
H -4.1312 8.9242 -31.5945
C -8.8522 4.3656 -40.4445
C -9.2537 5.1966 -39.2775
C -8.7775 4.7606 -37.8788
C -7.3273 4.8554 -37.7865
N -6.1960 4.8685 -37.6908
H -7.7772 4.2354 -40.5690
H -9.3363 4.8594 -41.2871
H -9.2176 3.3432 -40.3490
H -10.2970 5.5074 -39.3331
H -8.8360 6.1779 -39.5028
H -9.2884 3.8256 -37.6488
H -9.2965 5.3720 -37.1407

A structure of composition C28H29AsN8O6RhS2Se in a non-equilibrium geometry, computed with the ωB97M-V functional and the def2-TZVPD basis.

Properties
Total charge: -1
Expectation value of S²: 6.041
HOMO level (spin up / spin down), eV: -3.1 / -5.2
Gap between HOMO and LUMO (spin up / spin down), eV: 5.60 / 5.82
Multiplicity: 5

Geometry (Å):
Rh 0.6253 0.0436 0.5868
O -3.0276 -0.6949 3.1707
As -2.3061 -1.2718 1.6138
O -3.5116 -1.2959 0.5431
O -1.3049 0.0379 1.3166
C -2.0810 -3.1547 2.1657
C -3.2160 -3.8468 2.5529
C -3.1054 -5.1836 2.9069
C -1.8778 -5.8293 2.8423
C -0.7459 -5.1308 2.4517
C -0.8725 -3.7978 2.1243
S 0.4392 -2.6443 1.8539
O 1.6929 -3.3488 1.8309
O 0.2121 -1.7066 2.9316
O 0.1064 -2.0730 0.5163
H -2.2780 -0.5056 3.7380
H -4.1607 -3.3153 2.5688
H -3.9810 -5.7219 3.2429
H -1.8021 -6.8786 3.0877
H 0.2324 -5.5831 2.4026
N 2.2524 -2.3232 -1.2541
C 2.8484 -1.1172 -1.2190
N 4.0262 -1.0290 -1.8387
C 4.5411 0.2020 -1.9504
N 5.6821 0.2942 -2.6952
N 4.0193 1.3127 -1.4738
C 2.8646 1.1617 -0.7983
N 2.2316 -0.0651 -0.6640
C 2.2123 2.2537 -0.2090
C 2.7082 3.5795 -0.2343
C 1.9475 4.5963 0.2576
C 0.6618 4.3012 0.7672
C 0.2547 2.9878 0.8228
N 0.9956 1.9768 0.3846
H 2.8500 -3.1042 -1.4646
H 1.4634 -2.4868 -0.6373
H 6.1733 -0.5752 -2.8168
H 6.2326 1.1244 -2.5577
H 3.7000 3.7265 -0.6296
H 2.3151 5.6123 0.2682
H 0.0272 5.0880 1.1423
H -0.7154 2.7264 1.2256
C -2.1425 2.4099 -7.1855
C -1.9530 1.8481 -5.8080
C -2.5404 0.6492 -5.4303
C -2.3597 0.1185 -4.1645
C -3.0092 -1.1746 -3.7895
C -1.5531 0.7974 -3.2322
Se -1.3207 0.0142 -1.4698
C -0.9772 2.0253 -3.5979
C -0.1607 2.7992 -2.6146
C -1.1830 2.5255 -4.8720
H -2.6558 1.6956 -7.8253
H -1.1772 2.6496 -7.6300
H -2.7300 3.3282 -7.1467
H -3.1568 0.1120 -6.1394
H -3.6461 -1.5461 -4.5891
H -3.5988 -1.0391 -2.8833
H -2.2506 -1.9227 -3.5627
H 0.5401 2.1340 -2.1152
H -0.8063 3.2320 -1.8496
H 0.3993 3.5986 -3.0949
H -0.7338 3.4718 -5.1409
C 0.7853 -0.4495 6.8826
C 0.8072 0.1308 5.5052
C -0.2692 0.8960 5.0485
C -0.2285 1.2903 3.7233
N 0.7801 0.9667 2.9399
C 1.7776 0.2356 3.4622
S 3.0047 -0.1846 2.3588
N 1.8397 -0.1495 4.7357
H 0.3562 0.2529 7.5950
H 1.7864 -0.7361 7.1843
H 0.1657 -1.3462 6.8630
H -1.0916 1.1560 5.6977
H -1.0278 1.8700 3.2729

An isolated molecule of C2H6N2O in a non-equilibrium geometry, computed with the ωB97M-V functional and the def2-TZVPD basis.

Properties
Total charge: 0
HOMO level, eV: -9.3
Gap between HOMO and LUMO, eV: 10.17
Structure (SMILES): C/N=C\NO

Geometry (Å):
C 1.3131 -0.8992 -0.5906
N 0.0503 -1.3778 -0.0376
C -0.8295 -0.5508 0.3684
N -0.5582 0.8559 0.3255
O -1.6458 1.6834 0.5596
H 1.1149 -0.1726 -1.4764
H 1.9780 -1.6862 -0.9612
H 1.9110 -0.2478 0.1263
H -1.7208 -0.8384 0.9015
H -0.1509 1.0177 -0.5975
H -1.4621 2.2158 1.3821

A cluster of 2 separate species, C19H23F4N3O5S in total in a non-equilibrium geometry, computed with the ωB97M-V functional and the def2-TZVPD basis.

Properties
Total charge: 0
HOMO level, eV: -9.2
Gap between HOMO and LUMO, eV: 7.67
Structure (SMILES): CCC[C@@H](C)c1c(C(=O)NC(=O)F)c(C(F)(F)F)cc2nccnc12.CCOS(C)(=O)=O

Geometry (Å):
C 3.3270 -0.3552 -4.0823
C 3.1155 1.1254 -3.4859
C 1.6240 1.4429 -2.9868
C 1.0921 0.4786 -1.8105
C 1.7823 0.7978 -0.3629
C -0.5236 0.5076 -1.6521
C -1.2805 -0.8468 -1.6469
C -0.5504 -2.2872 -1.7442
O -0.8524 -3.1494 -2.6066
N 0.5164 -2.5061 -0.7025
C 1.6677 -3.2137 -1.2517
O 2.3578 -4.0138 -0.5768
F 2.0277 -2.9172 -2.5933
C -2.8539 -0.9013 -1.5358
C -3.7279 -2.2303 -1.5219
F -3.7913 -2.9117 -2.7629
F -3.2226 -3.1626 -0.5456
F -5.0970 -1.9992 -1.1309
C -3.5993 0.4390 -1.4024
C -2.8841 1.8577 -1.3667
N -3.7447 2.9998 -1.2144
C -2.9261 4.1665 -1.1581
C -1.3768 4.2347 -1.2847
N -0.5699 3.0760 -1.4688
C -1.3427 1.8631 -1.5000
H 3.6428 -1.0347 -3.2036
H 4.2419 -0.3502 -4.7940
H 2.4141 -0.7480 -4.6524
H 3.9294 1.3708 -2.6996
H 3.3264 1.8589 -4.3605
H 1.5993 2.5637 -2.7078
H 0.9160 1.3260 -3.8986
H 1.4742 -0.5817 -2.0803
H 1.1978 0.1336 0.3868
H 1.7568 1.9062 -0.0948
H 2.8419 0.3473 -0.3969
H 0.1276 -2.9633 0.1350
H -4.7332 0.4079 -1.2891
H -3.4770 5.1698 -1.0005
H -0.8480 5.2546 -1.2535
C -1.2406 -1.9037 3.9584
C -1.2863 -0.9509 5.1386
O 0.0216 -0.6515 5.6263
S 0.9452 0.3721 4.7781
C 2.1990 0.6115 6.0054
O 0.2302 1.6103 4.6017
O 1.5272 -0.3370 3.6688
H -0.7720 -1.4333 3.0905
H -2.2479 -2.2113 3.6708
H -0.6518 -2.7915 4.2019
H -1.8221 -0.0314 4.8849
H -1.8296 -1.4247 5.9601
H 1.7609 1.1134 6.8675
H 2.9808 1.2318 5.5665
H 2.6082 -0.3590 6.2851

A structure of composition C32H31Cl2F12N5O2S2W, computed with the ωB97M-V functional and the def2-TZVPD basis.

Properties
Total charge: 0
HOMO level (spin up / spin down), eV: -6.9 / -7.0
Gap between HOMO and LUMO (spin up / spin down), eV: 7.03 / 7.13

Geometry (Å):
W -0.6486 -0.4317 -0.4134
C 4.2626 4.1167 0.3042
C 3.5223 2.8272 0.0784
C 3.6772 1.7407 0.9317
C 2.9807 0.5684 0.7105
C 2.1056 0.4399 -0.3671
N 1.3286 -0.7394 -0.5308
C 2.0005 -1.9477 -0.7791
C 3.4029 -1.9471 -0.8650
C 4.1484 -3.0979 -1.0116
C 3.5361 -4.3374 -1.0945
C 4.3181 -5.6143 -1.2310
C 2.1520 -4.3458 -1.0901
C 1.3643 -3.1998 -0.9597
C -0.1437 -3.3769 -1.1821
O -0.9097 -2.2364 -1.1979
C -0.7851 -4.2858 -0.0941
F -0.7622 -3.6361 1.0933
F -0.1971 -5.4666 0.1025
F -2.0790 -4.5363 -0.3611
C -0.3890 -4.0023 -2.5942
F 0.3148 -3.3390 -3.5120
F -0.0530 -5.3027 -2.6724
F -1.6803 -3.9238 -2.9490
C 1.9289 1.5313 -1.2224
C 2.6483 2.6994 -0.9921
C 0.8945 1.4092 -2.3371
O -0.2400 0.7111 -1.9624
C 0.3321 2.7969 -2.7757
F -0.0175 3.5265 -1.7103
F 1.2214 3.5158 -3.4898
F -0.7582 2.6646 -3.5328
C 1.5298 0.7205 -3.5736
F 0.7137 0.7535 -4.6372
F 1.7987 -0.5611 -3.3214
F 2.6805 1.3145 -3.9245
H 4.8263 4.0866 1.2362
H 3.5716 4.9597 0.3536
H 4.9654 4.3149 -0.5068
H 4.3431 1.8158 1.7837
H 3.1124 -0.2782 1.3721
H 3.9280 -1.0069 -0.8275
H 5.2282 -3.0203 -1.0683
H 5.3895 -5.4160 -1.2361
H 4.0690 -6.1338 -2.1581
H 4.1081 -6.2980 -0.4065
H 1.6648 -5.2989 -1.2237
H 2.5252 3.5478 -1.6503
N -2.5246 -1.0613 0.7632
C -3.6312 -1.6345 -0.0437
C -3.5470 -1.1551 -1.4982
N -2.5564 -0.0767 -1.6067
H -2.3020 -1.6881 1.5297
H -2.8086 -0.1797 1.1904
H -4.5846 -1.3570 0.4103
H -3.5458 -2.7170 -0.0099
H -4.5252 -0.8157 -1.8450
H -3.2171 -1.9740 -2.1313
H -2.9743 0.8341 -1.3908
H -2.2093 0.0039 -2.5578
Cl 0.1506 -1.1906 2.1936
C 0.7071 0.3429 2.8451
C 1.6108 0.2899 3.8887
C 2.1190 1.4778 4.3889
C 1.7159 2.6834 3.8347
C 0.8041 2.6950 2.7945
Cl 0.3683 4.2387 2.1199
C 0.2614 1.5228 2.2560
S -0.9086 1.5635 0.9477
H 1.9194 -0.6663 4.2874
H 2.8330 1.4639 5.2004
H 2.1118 3.6216 4.1978
C -5.8809 1.2499 1.0403
N -4.6982 1.9762 1.4453
C -4.6289 2.4803 2.8143
C -3.3734 3.3415 2.7676
N -3.3783 3.7394 1.3635
C -4.0589 2.8455 0.6087
S -4.0861 2.8360 -1.0594
H -5.9608 0.3283 1.6198
H -5.8082 1.0166 -0.0191
H -6.7836 1.8473 1.2095
H -4.5623 1.6675 3.5364
H -5.5253 3.0745 3.0331
H -2.4825 2.7516 2.9907
H -3.4195 4.2030 3.4302
H -2.5502 4.1402 0.9499

A structure of composition C4H3LiNiO in a non-equilibrium geometry, computed with the ωB97M-V functional and the def2-TZVPD basis.

Properties
Total charge: +1
Expectation value of S²: 3.840
HOMO level (spin up / spin down), eV: -11.3 / -13.3
Gap between HOMO and LUMO (spin up / spin down), eV: 4.66 / 6.53
Multiplicity: 4

Geometry (Å):
O 0.8345 -0.4712 0.2280
C 2.0020 -1.1405 0.2598
Li -0.7266 -1.4656 -0.1434
Ni 0.4670 1.3057 0.4666
H 1.9820 -2.2297 0.1557
H 2.9217 -0.5849 0.0573
C -1.6002 1.8373 0.3720
C -2.1995 0.7989 -0.0677
C -2.6641 -0.4531 -0.1397
H -3.7322 -0.5759 0.1464

A cluster of 6 separate species, C20H26Br8N2O4 in total in a non-equilibrium geometry, computed with the ωB97M-V functional and the def2-TZVPD basis.

Properties
Total charge: 0
HOMO level, eV: -9.7
Gap between HOMO and LUMO, eV: 8.76
Structure (SMILES): O=[N+]([O-])c1ccccc1.O=[N+]([O-])c1ccccc1.BrCCBr.BrCCBr.BrCCBr.BrCCBr

Geometry (Å):
O -1.6803 -2.1677 2.6823
N -0.5893 -1.5907 2.7798
O 0.3572 -1.8450 2.0042
C -0.4311 -0.5733 3.7637
C -1.1238 -0.6016 4.9061
C -1.0875 0.4383 5.9028
C -0.3787 1.5936 5.5825
C 0.3141 1.6794 4.3469
C 0.3135 0.5859 3.4675
H -1.6693 -1.4568 5.2769
H -1.6898 0.5195 6.7956
H -0.2606 2.3673 6.3267
H 0.8859 2.5860 4.2144
H 0.7104 0.7149 2.4714
O 6.7703 -2.0955 -3.9759
N 6.5314 -3.2416 -4.1355
O 7.3896 -4.0729 -4.4722
C 5.2115 -3.6863 -3.6963
C 4.9283 -5.0218 -3.2511
C 3.5963 -5.2991 -2.9755
C 2.5647 -4.4527 -2.9765
C 2.9105 -3.1542 -3.5621
C 4.1814 -2.8901 -4.0093
H 5.6088 -5.8379 -3.0577
H 3.3764 -6.3143 -2.6798
H 1.5821 -4.8720 -2.8179
H 2.1650 -2.4021 -3.7745
H 4.3790 -1.9226 -4.4465
Br -3.5887 -0.8532 -1.0558
C -2.1034 -0.3351 0.0969
C -0.8419 0.1772 -0.7328
Br 0.2814 -1.1479 -1.8067
H -1.6887 -1.1110 0.7405
H -2.5174 0.4147 0.7711
H -0.1109 0.6159 -0.0537
H -1.1899 0.9269 -1.4434
Br 3.4999 3.6106 -4.5737
C 2.0979 3.8992 -3.2195
C 0.8564 3.1293 -3.6506
Br -0.7005 3.6483 -2.5593
H 1.8728 4.9593 -3.3363
H 2.4490 3.8349 -2.1896
H 1.0195 2.0788 -3.4095
H 0.5605 2.9543 -4.6849
Br -0.8054 3.0564 1.4298
C -0.3713 4.9399 1.8372
C -0.3355 5.6929 0.5444
Br 0.2794 7.4859 1.0673
H 0.5586 4.9442 2.4058
H -1.0605 5.2830 2.6088
H -1.3341 5.8254 0.1281
H 0.3873 5.4084 -0.2202
Br -5.0667 -0.8225 2.8764
C -6.6396 -1.9181 2.0548
C -6.3677 -2.1400 0.5843
Br -7.8464 -3.2322 -0.0997
H -7.6273 -1.5926 2.3812
H -6.7068 -2.8832 2.5570
H -5.4269 -2.6014 0.2844
H -6.3995 -1.2351 -0.0225

A cluster of 2 separate species, C3H11N2S in total in a non-equilibrium geometry, computed with the ωB97M-V functional and the def2-TZVPD basis.

Properties
Total charge: +1
HOMO level, eV: -11.9
Gap between HOMO and LUMO, eV: 8.09

Geometry (Å):
C -0.6011 -3.3636 -0.5017
N 0.7489 -0.2905 -1.9923
C -0.0601 -1.2788 -1.6311
N 0.2948 -2.2790 -0.8744
H -0.2060 -4.3182 -0.8556
H -1.5931 -3.1770 -0.9891
H -0.7356 -3.3792 0.5787
H 1.6476 -0.1835 -1.5556
H 0.3321 0.5219 -2.4415
H -1.1028 -1.2349 -1.9872
H 1.2477 -2.2839 -0.4881
C -0.7741 2.0400 0.6402
S 0.3129 2.4991 2.0487
H -1.1646 2.9462 0.1437
H -0.1877 1.4834 -0.1164
H -1.5897 1.4095 0.9562
H -0.3484 1.8318 2.9979

A structure of composition C34H44KN4P2Si2 in a non-equilibrium geometry, computed with the ωB97M-V functional and the def2-TZVPD basis.

Properties
Total charge: -1
HOMO level, eV: -3.6
Gap between HOMO and LUMO, eV: 5.47

Geometry (Å):
K 1.7164 0.9114 0.2388
C 0.8608 3.5043 -4.0267
Si 0.9317 3.0956 -2.2026
C 0.3234 4.5458 -1.2082
C 2.7349 3.0755 -1.7163
N 0.1124 1.6716 -1.9079
P -0.7965 0.4384 -1.6816
C -0.7946 -0.4012 -0.2580
P -0.0734 -1.6611 0.4298
N 1.3678 -1.6193 1.1701
Si 2.0406 -1.2988 2.6940
C 3.0250 0.3217 2.8404
C 3.1976 -2.6869 3.2670
C 0.7598 -1.0623 4.1036
C -1.1910 -2.3997 1.7525
C -2.3929 -1.7769 2.0685
C -3.2408 -2.3623 2.9964
C -2.8768 -3.5308 3.6907
C -1.6397 -4.1443 3.3713
C -0.8307 -3.5607 2.4421
C 0.1105 -3.1177 -0.7096
C -0.9592 -3.6726 -1.3844
C -0.7936 -4.7021 -2.2593
C 0.4608 -5.1776 -2.5379
C 1.5913 -4.6604 -1.8852
C 1.3997 -3.6635 -0.8998
C -0.6034 -0.6543 -3.1681
C 0.6472 -0.9113 -3.7135
C 0.7503 -1.8885 -4.7186
C -0.3323 -2.6076 -5.2276
C -1.5810 -2.3162 -4.7189
C -1.6786 -1.3239 -3.7449
C -2.4871 1.0205 -1.9614
C -3.5621 0.4522 -1.3019
C -4.8809 0.7544 -1.7366
C -5.0722 1.6364 -2.8152
C -4.0250 2.2021 -3.4615
C -2.7318 1.8921 -3.0790
H 1.3837 4.4417 -4.2509
H -0.1976 3.5107 -4.3445
H 1.4255 2.7350 -4.5870
H 0.7938 5.5343 -1.4008
H 0.4109 4.3193 -0.1366
H -0.7385 4.6718 -1.3062
H 3.1576 3.9977 -2.2059
H 3.3178 2.1878 -2.0079
H 2.7561 3.1966 -0.6373
H 3.7506 0.5825 2.0654
H 3.5268 0.3275 3.8002
H 2.3610 1.1959 2.9058
H 4.1225 -2.6024 2.6470
H 2.8829 -3.7590 3.2315
H 3.4507 -2.5334 4.3184
H -0.0696 -0.3984 3.7517
H 1.2744 -0.5697 4.9334
H 0.3732 -2.0197 4.5161
H -2.6691 -0.8534 1.5925
H -4.1715 -1.9527 3.3348
H -3.5570 -3.8991 4.4362
H -1.3593 -5.0755 3.8321
H 0.1058 -3.9625 2.1056
H -1.9333 -3.2911 -1.2039
H -1.6176 -5.0327 -2.8162
H 0.6144 -5.8679 -3.3625
H 2.5879 -5.0282 -2.1424
H 2.1564 -3.2356 -0.2502
H 1.5537 -0.4038 -3.4245
H 1.7439 -2.1473 -5.0662
H -0.1860 -3.3576 -5.9910
H -2.4493 -2.8366 -5.1597
H -2.7193 -1.1989 -3.4313
H -3.3196 -0.3029 -0.5077
H -5.8208 0.2910 -1.3182
H -6.0836 1.7729 -3.0703
H -4.2072 2.9441 -4.2345
H -1.9030 2.3733 -3.6203
C 2.9266 4.4330 5.1120
N 1.8140 4.6664 4.2656
C 0.6712 5.3780 4.7871
C 1.7545 4.0055 3.1222
N 1.6798 3.4861 2.1038
H 3.1731 5.3938 5.6091
H 3.7658 4.1928 4.4456
H 2.8134 3.6672 5.9257
H 0.9766 6.2177 5.3868
H 0.1178 4.7247 5.4793
H 0.0737 5.7592 4.0274